1.
ORCA calculation (wB97M-V/def2-TZVPD) on a 2-piece molecular cluster, C5H11NO overall in a non-equilibrium geometry.

Molar mass: 101.15 g mol⁻¹
SMILES: C=C(N)/C=C/C.O
E_HOMO: -7.692 eV
ΔE to the lowest compared entry with this formula, charge and spin: 212.7 kJ/mol

ORCA input file:
```
! wB97M-V def2-TZVPD RIJCOSX def2/J DEFGRID3
* xyz 0 1
C 1.248 -0.195 -2.004
C 0.835 -0.601 -0.788
N 1.817 -0.934 0.139
C -0.559 -0.784 -0.397
C -1.322 -0.038 0.404
C -2.701 -0.453 0.790
H 2.311 -0.115 -2.219
H 0.634 0.072 -2.853
H 1.663 -0.537 1.050
H 2.795 -0.908 -0.079
H -1.037 -1.516 -1.043
H -0.885 0.827 0.893
H -3.155 -1.146 0.075
H -3.385 0.392 0.844
H -2.663 -0.968 1.751
O 1.270 1.983 0.936
H 2.045 2.517 0.711
H 1.086 2.403 1.788
*
```

Atomic charges from the natural (NBO) analysis, expressed in e, are listed below:
1 C -0.508
2 C 0.163
3 N -0.817
4 C -0.238
5 C -0.148
6 C -0.642
7 H 0.181
8 H 0.199
9 H 0.377
10 H 0.374
11 H 0.207
12 H 0.204
13 H 0.212
14 H 0.211
15 H 0.219
16 O -0.929
17 H 0.471
18 H 0.463

=====

2.
ORCA calculation (wB97M-V/def2-TZVPD) on C39H40N3O3STc as an isolated structure.

Molar mass: 728.83 g mol⁻¹
E_HOMO (alpha / beta): -10.410 / -10.633 eV
ΔE to the lowest compared entry with this formula, charge and spin: 16.1 kJ/mol

ORCA input file:
```
! wB97M-V def2-TZVPD RIJCOSX def2/J DEFGRID3
* xyz 1 4
Tc 1.554 0.937 -0.484
C 4.022 1.152 1.381
N 3.747 0.893 -0.057
C 4.477 1.918 -0.866
C 4.147 3.370 -0.530
C 2.704 3.799 -0.782
N 1.770 2.978 -0.007
C 1.125 3.520 0.973
C 0.359 2.858 1.986
C -0.428 3.657 2.841
C -1.094 3.115 3.908
C -0.945 1.745 4.172
C -0.162 0.943 3.377
C 0.493 1.470 2.250
O 1.239 0.694 1.507
C 4.316 -0.446 -0.380
C 3.475 -1.605 0.151
C 2.394 -2.080 -0.800
N 1.337 -1.078 -1.021
C 0.286 -1.501 -1.632
C -0.904 -0.775 -1.970
C -1.858 -1.418 -2.775
C -3.061 -0.821 -3.070
C -3.343 0.436 -2.528
C -2.436 1.080 -1.713
C -1.200 0.492 -1.432
O -0.359 1.125 -0.634
H 5.102 1.253 1.522
H 3.647 0.335 1.987
H 3.523 2.056 1.711
H 4.268 1.717 -1.915
H 5.549 1.761 -0.699
H 4.791 3.987 -1.160
H 4.427 3.599 0.499
H 2.465 3.695 -1.838
H 2.586 4.849 -0.503
H 1.196 4.605 1.071
H -0.504 4.719 2.636
H -1.706 3.733 4.549
H -1.450 1.310 5.026
H -0.040 -0.113 3.584
H 5.326 -0.484 0.040
H 4.419 -0.516 -1.464
H 3.021 -1.352 1.111
H 4.137 -2.451 0.339
H 1.932 -2.984 -0.399
H 2.840 -2.328 -1.769
H 0.281 -2.550 -1.933
H -1.628 -2.402 -3.168
H -3.780 -1.318 -3.706
H -4.291 0.912 -2.743
H -2.657 2.042 -1.271
O -0.882 -1.845 0.810
S -1.601 -2.162 2.078
C -2.229 -3.836 1.886
C -2.902 -4.445 2.935
C -3.380 -5.735 2.769
C -3.175 -6.404 1.568
C -2.490 -5.786 0.532
C -2.011 -4.492 0.689
C -3.178 -1.321 1.982
C -3.768 -0.860 3.147
C -4.993 -0.211 3.071
C -5.598 -0.018 1.838
C -4.981 -0.466 0.674
C -3.763 -1.122 0.741
H -3.058 -3.918 3.869
H -3.911 -6.220 3.577
H -3.548 -7.412 1.444
H -2.330 -6.312 -0.400
H -1.476 -3.981 -0.101
H -3.275 -1.002 4.102
H -5.469 0.152 3.973
H -6.552 0.488 1.779
H -5.453 -0.305 -0.286
H -3.256 -1.465 -0.154
C 1.651 1.879 -5.319
C 2.481 0.896 -4.803
C 2.484 0.635 -3.438
C 1.676 1.346 -2.546
C 0.836 2.321 -3.100
C 0.823 2.590 -4.461
H 1.641 2.083 -6.382
H 3.121 0.323 -5.463
H 3.129 -0.162 -3.080
H 0.168 2.882 -2.453
H 0.161 3.352 -4.854
*
```

Atomic charges from the Löwdin analysis, expressed in e, are listed below:
1 Tc 1.738
2 C -0.060
3 N -0.299
4 C -0.179
5 C -0.147
6 C -0.184
7 N -0.095
8 C -0.056
9 C -0.143
10 C -0.034
11 C -0.076
12 C -0.055
13 C -0.008
14 C -0.330
15 O -0.225
16 C -0.179
17 C -0.158
18 C -0.183
19 N -0.086
20 C -0.087
21 C -0.154
22 C -0.026
23 C -0.074
24 C -0.066
25 C 0.000
26 C -0.326
27 O -0.215
28 H 0.111
29 H 0.083
30 H 0.079
31 H 0.105
32 H 0.132
33 H 0.129
34 H 0.111
35 H 0.100
36 H 0.124
37 H 0.141
38 H 0.117
39 H 0.107
40 H 0.111
41 H 0.102
42 H 0.130
43 H 0.111
44 H 0.105
45 H 0.128
46 H 0.129
47 H 0.127
48 H 0.146
49 H 0.120
50 H 0.108
51 H 0.114
52 H 0.127
53 O -0.511
54 S 1.015
55 C -0.370
56 C -0.079
57 C -0.069
58 C -0.073
59 C -0.068
60 C -0.075
61 C -0.369
62 C -0.090
63 C -0.070
64 C -0.068
65 C -0.062
66 C -0.059
67 H 0.111
68 H 0.110
69 H 0.108
70 H 0.107
71 H 0.096
72 H 0.107
73 H 0.108
74 H 0.108
75 H 0.105
76 H 0.103
77 C -0.080
78 C -0.081
79 C -0.138
80 C -0.284
81 C -0.141
82 C -0.074
83 H 0.106
84 H 0.106
85 H 0.073
86 H 0.099
87 H 0.107